{
  "formula": "C22H25BCl2FeN6O2",
  "method": "ωB97M-V/def2-TZVPD",
  "species": ["Fe", "C", "C", "C", "C", "C", "N", "N", "B", "N", "N", "C", "C", "C", "C", "C", "N", "N", "C", "C", "C", "C", "C", "H", "H", "H", "H", "H", "H", "H", "H", "H", "H", "H", "H", "H", "H", "H", "H", "H", "H", "H", "H", "H", "H", "Cl", "C", "C", "C", "Cl", "C", "O", "C", "C", "O", "C", "H", "H", "H"],
  "positions_angstrom": [[0.2636, -0.0696, -0.4716], [2.4022, -2.5052, 0.6465], [0.9770, -2.6921, 1.0497], [0.3918, -3.7203, 1.8015], [-0.9458, -3.4015, 1.8976], [-2.0450, -4.1555, 2.5699], [-1.1361, -2.2350, 1.2395], [0.0424, -1.8072, 0.7148], [-2.4291, -1.4700, 0.9784], [-2.5967, -1.2169, -0.5193], [-1.5834, -0.6987, -1.2736], [-2.0265, -0.5958, -2.5235], [-1.1538, -0.0538, -3.6055], [-3.3467, -1.0525, -2.5899], [-3.6730, -1.4343, -1.3064], [-4.9533, -2.0040, -0.7944], [-2.2945, -0.0633, 1.7218], [-0.6275, 1.6529, 1.6987], [-1.0829, 2.1375, 3.0160], [-0.7752, 3.5709, 3.3459], [-2.3542, 1.5691, 3.4156], [-2.8670, 0.4229, 2.8137], [-4.0379, -0.3192, 3.3909], [2.9026, -3.4659, 0.5425], [2.9425, -1.9186, 1.3913], [2.4776, -1.9759, -0.3034], [0.8786, -4.5885, 2.2125], [-1.6368, -5.0490, 3.0356], [-2.8101, -4.4605, 1.8555], [-2.5288, -3.5579, 3.3434], [-3.3572, -2.0485, 1.4477], [-0.1429, 0.1357, -3.2342], [-1.5505, 0.8831, -3.9956], [-1.0788, -0.7554, -4.4353], [-3.9787, -1.1064, -3.4600], [-5.6656, -2.0843, -1.6118], [-5.3906, -1.3701, -0.0221], [-4.8034, -2.9960, -0.3683], [0.1632, 3.8639, 2.8804], [-0.6854, 3.6973, 4.4254], [-1.5679, 4.2234, 2.9810], [-2.9005, 2.0329, 4.2253], [-4.4702, 0.2656, 4.1992], [-3.7335, -1.2866, 3.7896], [-4.7958, -0.4932, 2.6295], [4.3571, 2.2292, 5.4896], [3.5271, 1.8080, 4.0284], [4.2465, 1.5958, 2.8631], [3.5860, 1.2398, 1.7035], [4.4906, 0.9437, 0.2586], [2.1926, 1.0896, 1.6564], [1.5931, 0.6970, 0.5512], [1.4944, 1.3324, 2.8559], [0.0322, 1.0821, 2.8323], [-1.4905, 0.7979, 0.9884], [2.1541, 1.6725, 4.0295], [5.3229, 1.6976, 2.8589], [-0.2734, 0.0784, 3.1201], [1.5971, 1.8309, 4.9446]],
  "forces_ev_per_angstrom": [[-0.667, -0.574, 0.855], [-0.046, -0.030, 0.033], [-0.086, 0.014, 0.025], [0.065, -0.011, 0.014], [0.007, -0.013, 0.083], [0.021, 0.058, -0.050], [-0.102, -0.013, 0.039], [0.395, -0.065, -0.006], [0.103, -0.296, -0.047], [0.051, 0.198, 0.084], [0.381, 0.328, -0.485], [-0.066, -0.027, 0.004], [-0.058, -0.014, 0.042], [0.046, 0.018, -0.105], [-0.018, -0.009, 0.067], [0.044, 0.018, 0.010], [-0.174, 0.019, -0.150], [0.115, 0.232, 0.055], [-0.025, -0.081, 0.124], [0.012, -0.030, -0.008], [0.027, -0.007, -0.035], [0.020, -0.060, 0.239], [0.069, 0.001, 0.031], [-0.011, -0.004, 0.009], [0.005, 0.005, -0.001], [0.030, 0.009, -0.001], [-0.004, 0.008, -0.009], [-0.008, 0.001, 0.009], [0.001, -0.008, 0.007], [0.004, -0.016, 0.010], [-0.031, 0.078, -0.069], [0.016, 0.012, -0.030], [0.005, 0.004, 0.006], [0.013, -0.007, 0.007], [0.007, -0.002, 0.013], [-0.003, -0.005, 0.004], [-0.003, 0.000, -0.010], [-0.001, 0.000, -0.009], [0.011, 0.000, 0.031], [0.005, 0.000, -0.005], [0.010, 0.006, -0.009], [-0.050, -0.014, -0.041], [0.008, -0.012, 0.003], [0.010, 0.006, 0.006], [0.000, 0.000, 0.001], [-0.012, 0.005, -0.033], [0.011, -0.001, 0.006], [0.106, 0.002, -0.019], [0.061, 0.014, -0.089], [0.012, 0.006, 0.036], [-0.043, -0.078, 0.007], [0.101, 0.117, -0.417], [-0.061, 0.009, 0.014], [0.076, -0.136, -0.067], [-0.186, 0.263, -0.111], [-0.088, 0.072, 0.002], [-0.008, 0.000, -0.006], [-0.096, 0.014, -0.049], [-0.002, -0.004, -0.013]],
  "nbo_charge": [1.5472, -0.6440, 0.2012, -0.3411, 0.2296, -0.6483, -0.3572, -0.4490, 0.5191, -0.3501, -0.4620, 0.2036, -0.6384, -0.3420, 0.2485, -0.6506, -0.1093, -0.0724, 0.0406, -0.6214, -0.0972, 0.2283, -0.6467, 0.2400, 0.2424, 0.2181, 0.2408, 0.2435, 0.2341, 0.2205, -0.0090, 0.1985, 0.2459, 0.2482, 0.2431, 0.2438, 0.2265, 0.2369, 0.2513, 0.2356, 0.2348, 0.2420, 0.2438, 0.2486, 0.2465, 0.0265, -0.0571, -0.2164, -0.1080, 0.0281, 0.3892, -0.9102, -0.0819, -0.0809, -0.2423, -0.2207, 0.2508, 0.2302, 0.2285],
  "homo_energy_ev": [-10.55, -10.65],
  "total_charge": 1,
  "s_squared": 8.78,
  "orbital_gap_ev": [8.268, 5.168],
  "multiplicity": 6
}



{
  "formula": "C22H25BrILiN7O2",
  "method": "ωB97M-V/def2-TZVPD",
  "species": ["Li", "O", "C", "C", "C", "C", "C", "C", "C", "O", "N", "N", "C", "C", "C", "C", "C", "C", "N", "H", "H", "H", "H", "H", "H", "H", "H", "H", "H", "I", "C", "C", "N", "N", "C", "H", "H", "H", "C", "C", "N", "C", "C", "N", "C", "C", "H", "H", "H", "H", "H", "H", "H", "H", "H", "H", "H", "H", "Br"],
  "positions_angstrom": [[0.0747, -0.9813, 0.0427], [2.0473, -1.8975, -4.9757], [2.7986, -2.6334, -4.1053], [3.8396, -3.4267, -4.5858], [4.6479, -4.1429, -3.7192], [4.4310, -4.0614, -2.3535], [3.3986, -3.2676, -1.8827], [2.5548, -2.5590, -2.7316], [1.4506, -1.7661, -2.0761], [1.7535, -1.2328, -0.9842], [0.2903, -1.7558, -2.7133], [-0.6551, -1.0712, -1.9927], [-1.7879, -0.9717, -2.5697], [-2.9284, -0.3012, -1.9454], [-4.2059, -0.5258, -2.4738], [-5.2992, 0.0792, -1.8855], [-5.0930, 0.8999, -0.7857], [-3.7904, 1.0724, -0.3415], [-2.7299, 0.5031, -0.8958], [2.3925, -2.0465, -5.8630], [4.0162, -3.4709, -5.6569], [5.4476, -4.7566, -4.1157], [5.0576, -4.6096, -1.6621], [3.2137, -3.1701, -0.8211], [-1.9408, -1.4347, -3.5457], [-4.3209, -1.1835, -3.3252], [-6.2964, -0.0910, -2.2723], [-5.9128, 1.3945, -0.2826], [-3.5908, 1.7136, 0.5141], [4.4350, -0.3505, 4.5741], [2.7315, -0.8039, 3.5063], [1.5577, -1.3354, 4.0038], [0.7267, -1.4397, 2.9580], [1.2837, -1.0191, 1.8265], [2.5061, -0.6276, 2.1333], [1.2785, -1.6400, 4.9974], [-0.2311, -1.8084, 2.8642], [3.1634, -0.2516, 1.3674], [-0.4526, 2.8222, 0.4628], [-1.1759, 4.0473, 1.0851], [-1.3117, 3.8754, 2.5337], [-2.0857, 2.6555, 2.7853], [-1.3754, 1.4272, 2.1620], [-0.1361, 1.8523, 1.5089], [0.7320, 2.4773, 2.5009], [0.0227, 3.7129, 3.1164], [0.4825, 3.1182, -0.0193], [-1.0680, 2.3201, -0.2854], [-2.1781, 4.1733, 0.6660], [-0.6254, 4.9752, 0.9046], [-3.0861, 2.7974, 2.3661], [-2.1993, 2.5459, 3.8674], [-1.9941, 0.9126, 1.4266], [-1.1249, 0.6884, 2.9231], [1.6690, 2.7594, 2.0129], [0.9725, 1.7323, 3.2636], [0.5875, 4.6307, 2.9313], [-0.0909, 3.6080, 4.1987], [-1.8761, -2.1604, 1.3635]],
  "forces_ev_per_angstrom": [[0.096, 0.082, -0.010], [0.024, -0.038, -0.012], [0.039, -0.009, -0.030], [-0.004, 0.028, -0.028], [0.005, -0.011, -0.053], [0.029, -0.030, 0.023], [-0.029, 0.022, 0.043], [-0.141, -0.080, -0.181], [0.468, 0.042, -0.202], [-0.351, 0.138, 0.390], [-0.203, -0.027, -0.088], [0.137, -0.026, -0.033], [0.094, -0.065, 0.027], [-0.128, -0.009, 0.000], [0.070, 0.053, 0.083], [0.036, 0.017, 0.043], [-0.010, -0.028, -0.039], [-0.088, 0.058, -0.004], [-0.011, 0.021, -0.089], [-0.030, 0.013, 0.062], [0.001, 0.000, 0.005], [0.003, 0.003, -0.004], [0.003, 0.001, 0.003], [-0.001, -0.004, 0.013], [0.018, -0.002, 0.007], [0.006, -0.010, -0.012], [-0.006, 0.003, 0.002], [-0.002, 0.001, 0.000], [-0.081, -0.026, -0.090], [0.013, -0.002, 0.011], [-0.064, -0.030, 0.121], [0.068, 0.016, 0.090], [0.088, 0.010, 0.056], [-0.147, -0.009, -0.155], [0.059, 0.019, -0.053], [0.001, 0.007, 0.006], [-0.034, -0.008, 0.002], [0.002, 0.009, -0.020], [0.011, 0.006, -0.056], [-0.002, 0.042, -0.035], [-0.025, 0.055, 0.020], [-0.001, 0.013, 0.070], [-0.025, -0.056, -0.004], [-0.005, -0.068, -0.052], [0.056, -0.041, -0.024], [-0.017, 0.023, 0.030], [0.002, -0.004, -0.005], [0.009, 0.001, 0.020], [0.010, 0.000, 0.002], [-0.008, -0.011, -0.004], [0.009, 0.029, 0.024], [-0.014, 0.002, -0.013], [0.153, 0.004, 0.114], [0.019, -0.031, 0.014], [-0.008, -0.013, -0.003], [0.003, -0.011, -0.010], [-0.011, -0.001, 0.003], [-0.001, 0.007, -0.006], [-0.085, -0.070, 0.032]],
  "nbo_charge": [0.8564, -0.6574, 0.4030, -0.3343, -0.2000, -0.2651, -0.1442, -0.1829, 0.5888, -0.7778, -0.4787, -0.2553, -0.0052, 0.1816, -0.2417, -0.1747, -0.2816, 0.0568, -0.4211, 0.4626, 0.1897, 0.2001, 0.2041, 0.2337, 0.1656, 0.2105, 0.2049, 0.2087, 0.1798, 0.1306, -0.3189, -0.0818, -0.3383, -0.2758, -0.0728, 0.2207, 0.4569, 0.2314, -0.2662, -0.2531, -0.4288, -0.2534, -0.2768, -0.4229, -0.2528, -0.2526, 0.1917, 0.2309, 0.1912, 0.1874, 0.1861, 0.1911, 0.2433, 0.2055, 0.1943, 0.2018, 0.1882, 0.1905, -0.8735],
  "homo_energy_ev": -4.68,
  "total_charge": -1,
  "orbital_gap_ev": 6.829
}



{
  "formula": "C22H25BrN4O3",
  "method": "ωB97M-V/def2-TZVPD",
  "species": ["O", "C", "N", "C", "C", "N", "C", "C", "N", "C", "O", "C", "C", "C", "C", "C", "Br", "C", "C", "C", "C", "O", "N", "C", "C", "C", "C", "C", "C", "C", "H", "H", "H", "H", "H", "H", "H", "H", "H", "H", "H", "H", "H", "H", "H", "H", "H", "H", "H", "H", "H", "H", "H", "H", "H"],
  "positions_angstrom": [[-2.0871, -0.9779, 2.5561], [-2.8401, -1.0895, 1.6016], [-3.8989, -0.3162, 1.3353], [-4.0653, 0.9851, 1.9268], [-3.5489, 2.0732, 0.9633], [-2.3147, 1.6408, 0.3428], [-1.1442, 1.7392, 1.1897], [-0.0011, 0.9362, 0.5623], [0.2583, 1.4001, -0.7782], [1.4216, 1.9001, -1.2448], [1.5276, 2.4025, -2.3500], [2.6198, 1.7784, -0.3517], [3.3552, 2.9136, -0.0319], [4.5162, 2.8045, 0.7141], [4.9674, 1.5637, 1.1310], [4.2371, 0.4388, 0.7878], [4.8487, -1.2785, 1.3377], [3.0681, 0.5271, 0.0556], [-0.9230, 1.4233, -1.6143], [-2.0335, 2.2332, -0.9486], [-2.6262, -2.1702, 0.5380], [-3.3477, -2.2589, -0.4408], [-1.5543, -2.9208, 0.8069], [-0.9782, -3.8801, -0.1115], [0.2226, -3.2852, -0.8058], [0.0339, -2.2911, -1.7597], [1.1187, -1.7008, -2.3826], [2.4045, -2.1081, -2.0620], [2.6006, -3.0971, -1.1125], [1.5132, -3.6768, -0.4799], [-4.3482, -0.5047, 0.4459], [-3.4945, 0.9823, 2.8576], [-5.1186, 1.1625, 2.1558], [-4.2856, 2.2135, 0.1683], [-3.4486, 3.0252, 1.5096], [-1.3627, 1.3115, 2.1679], [-0.8261, 2.7902, 1.3224], [-0.2950, -0.1192, 0.5225], [0.8913, 1.0349, 1.1793], [3.0124, 3.8772, -0.3760], [5.0813, 3.6884, 0.9679], [5.8755, 1.4695, 1.7062], [2.5214, -0.3646, -0.2122], [-1.2722, 0.3955, -1.7553], [-0.6442, 1.8573, -2.5757], [-2.9294, 2.1873, -1.5708], [-1.7201, 3.2889, -0.8605], [-1.0465, -2.6759, 1.6493], [-1.7574, -4.1209, -0.8403], [-0.7008, -4.7824, 0.4393], [-0.9730, -1.9935, -2.0152], [0.9666, -0.9243, -3.1175], [3.2517, -1.6515, -2.5524], [3.6007, -3.4125, -0.8559], [1.6715, -4.4434, 0.2648]],
  "forces_ev_per_angstrom": [[0.103, 0.017, 0.031], [-0.258, 0.173, 0.092], [-0.409, -0.248, -0.112], [0.165, 0.201, 0.102], [0.080, -0.204, 0.063], [-0.071, 0.266, -0.024], [0.216, -0.206, 0.059], [-0.097, 0.087, 0.565], [-0.247, -0.056, -0.031], [0.139, -0.026, 0.040], [0.130, 0.184, -0.200], [0.345, 0.029, -0.009], [-0.143, -0.048, -0.057], [-0.046, 0.009, -0.007], [0.029, -0.122, 0.010], [0.047, -0.145, 0.061], [-0.013, 0.147, -0.014], [0.024, 0.074, 0.024], [-0.146, 0.307, -0.356], [0.124, -0.199, -0.152], [0.114, -0.115, -0.085], [-0.052, -0.004, -0.128], [0.135, -0.075, 0.420], [-0.088, 0.034, -0.200], [0.005, -0.110, 0.032], [-0.003, -0.017, -0.011], [-0.039, 0.042, -0.002], [0.114, -0.071, -0.058], [0.100, 0.031, -0.048], [-0.117, -0.015, -0.042], [0.155, -0.084, 0.090], [-0.135, 0.042, -0.041], [0.104, 0.010, 0.071], [0.014, 0.061, 0.019], [-0.067, -0.017, -0.057], [0.028, 0.028, 0.004], [-0.020, -0.044, -0.006], [0.061, 0.007, 0.071], [-0.114, -0.055, -0.068], [-0.023, 0.094, -0.059], [0.042, 0.081, 0.023], [0.052, -0.022, 0.038], [-0.054, -0.053, 0.039], [-0.038, 0.019, -0.022], [-0.053, -0.098, 0.101], [0.012, 0.021, 0.004], [-0.026, -0.039, -0.044], [-0.125, 0.075, -0.096], [0.112, -0.082, 0.118], [-0.063, 0.050, -0.092], [-0.139, 0.046, -0.034], [-0.022, 0.083, -0.087], [0.080, 0.040, -0.029], [0.081, -0.003, 0.007], [-0.002, -0.102, 0.088]],
  "nbo_charge": [-0.6450, 0.6020, -0.5779, -0.2358, -0.2174, -0.4640, -0.2313, -0.2249, -0.4325, 0.6563, -0.6241, -0.0370, -0.1968, -0.1971, -0.2405, -0.0596, 0.0468, -0.2632, -0.2334, -0.2195, 0.5797, -0.6342, -0.5779, -0.2466, -0.0578, -0.1705, -0.2166, -0.2271, -0.2056, -0.2082, 0.4225, 0.2241, 0.2081, 0.1962, 0.1809, 0.2287, 0.1648, 0.2016, 0.2283, 0.2259, 0.2204, 0.2296, 0.2423, 0.1973, 0.2498, 0.2059, 0.1694, 0.4274, 0.2376, 0.2083, 0.2145, 0.2224, 0.2226, 0.2211, 0.2101],
  "homo_energy_ev": -8.89,
  "smiles": "O=C(NCCN1CCN(C(=O)c2cccc(Br)c2)CC1)C(=O)NCc1ccccc1",
  "de_lowest_kj_mol": 0.00,
  "orbital_gap_ev": 9.505
}